No. 1
92
Properties=species:S:1:pos:R:3:forces:R:3:mulliken_charge:R:1 method="wB97M-V/def2-TZVPD" total_charge=-2 largest_force_ev_per_a=0.80 multiplicity=2 homo_lumo_gap_ev="6.27 / 6.20" mol_weight_g_mol=959.2
Ru -0.606497 0.028443 -0.303733 0.58 -0.29 0.47 2.848
C 3.310421 -1.418686 -2.836749 -0.01 -0.01 0.02 -1.320
Si 2.126708 -1.833017 -1.391899 0.10 -0.04 0.10 0.601
C 0.792757 -2.845216 -2.197232 -0.08 -0.03 -0.05 -0.863
C 3.088837 -2.987195 -0.246440 -0.03 -0.01 -0.02 -1.160
N 1.564641 -0.476765 -0.470654 -0.31 -0.08 -0.18 1.036
C 2.522387 0.115529 0.329195 0.22 0.12 -0.03 0.174
C 3.824851 0.379978 -0.167445 -0.06 -0.01 -0.04 -0.230
C 4.852107 0.916419 0.585727 0.06 0.02 0.05 -0.977
C 4.640370 1.276657 1.909725 -0.01 -0.01 -0.06 -0.715
C 3.372726 1.077293 2.428931 -0.01 0.02 -0.03 -0.173
C 2.356541 0.503695 1.679898 0.03 0.08 0.14 -1.111
O 1.116779 0.416463 2.286070 0.06 -0.06 -0.12 0.606
C 0.990551 -0.214944 3.477111 -0.12 0.04 0.14 -0.286
C -0.098228 0.173085 4.255338 0.04 -0.03 -0.04 -0.387
C -0.330476 -0.453794 5.466765 0.00 0.01 0.02 -0.515
C 0.516045 -1.460646 5.918495 0.01 0.02 0.01 -0.523
C 1.596819 -1.836508 5.132927 0.01 -0.02 0.02 -0.657
C 1.842434 -1.222033 3.914155 0.01 -0.04 -0.02 0.040
H 3.050703 -2.018160 -3.714771 0.00 -0.01 0.01 0.333
H 4.350978 -1.637500 -2.576412 -0.01 0.02 0.01 0.427
H 3.250048 -0.369040 -3.126642 -0.02 -0.02 -0.03 0.129
H 1.310132 -3.667067 -2.708327 -0.03 0.00 0.00 0.484
H 0.213807 -2.296519 -2.941551 0.01 0.03 -0.02 0.130
H 0.077531 -3.250924 -1.484957 0.00 -0.01 0.00 0.103
H 3.439592 -3.873451 -0.784954 0.01 0.00 0.00 0.365
H 2.420173 -3.308136 0.556754 0.01 -0.02 0.00 0.191
H 3.954116 -2.492931 0.202707 -0.01 0.01 -0.01 0.315
H 4.019482 0.158452 -1.206344 -0.02 0.01 0.01 0.216
H 5.819973 1.070621 0.119842 0.00 0.01 0.01 0.393
H 5.422732 1.722832 2.510777 0.00 -0.01 0.00 0.343
H 3.132884 1.364285 3.446453 0.04 0.00 -0.01 0.474
H -0.748257 0.951324 3.874205 -0.01 -0.01 0.00 0.360
H -1.186436 -0.155399 6.060956 0.00 -0.01 0.00 0.366
H 0.327175 -1.955472 6.863423 0.00 0.00 0.00 0.320
H 2.252726 -2.634278 5.462348 0.00 0.00 0.00 0.345
H 2.668035 -1.533439 3.287879 -0.01 0.00 0.01 0.429
O -4.467895 -2.322228 -2.173978 -0.01 0.03 0.05 -0.808
S -3.346143 -1.431855 -1.933243 -0.28 0.08 -0.33 0.954
O -3.543986 -0.487286 -0.842580 -0.07 0.14 0.15 -0.639
O -2.051412 -2.075161 -1.909885 0.34 -0.21 -0.05 -0.584
C -3.258836 -0.382929 -3.389918 -0.04 0.01 -0.01 -0.045
C -4.182910 -0.612380 -4.407882 0.03 0.01 0.03 -0.389
C -4.185166 0.165120 -5.550718 0.02 0.02 -0.02 -0.648
C -3.262591 1.196618 -5.679817 -0.04 -0.03 0.01 -0.801
C -2.350953 1.425578 -4.666845 -0.01 0.02 0.05 -0.526
C -2.316423 0.635633 -3.511566 0.02 -0.04 0.02 -0.363
P -1.061413 1.171703 -2.229256 -0.30 -0.03 -0.25 1.746
C 0.417601 1.310440 -3.308103 0.01 0.01 -0.05 0.514
C 1.476531 2.168947 -3.007569 0.00 -0.04 -0.02 -0.285
C 2.577836 2.252019 -3.848551 -0.02 0.02 0.00 -0.989
C 2.648754 1.470830 -4.992338 0.01 0.01 -0.01 -0.793
C 1.628912 0.573166 -5.268723 0.02 -0.02 0.01 -0.667
C 0.528805 0.486826 -4.429534 0.05 0.00 0.00 -0.371
C -1.780624 2.849905 -2.060646 0.01 0.01 0.07 1.376
C -3.006515 2.890703 -1.394485 -0.05 -0.01 -0.06 -1.176
C -3.653053 4.101918 -1.203977 -0.01 0.01 -0.01 -0.740
C -3.098950 5.275963 -1.692132 -0.02 0.01 0.01 -0.619
C -1.890244 5.235755 -2.370276 0.02 0.00 0.00 -0.697
C -1.229084 4.028586 -2.548108 -0.05 -0.02 -0.03 -0.457
H -4.894116 -1.414092 -4.264424 -0.01 0.00 0.00 0.576
H -4.907883 -0.025730 -6.335655 0.00 0.01 0.00 0.361
H -3.257818 1.828008 -6.560425 0.00 0.00 0.00 0.400
H -1.648160 2.243648 -4.770226 -0.01 0.00 -0.01 0.398
H 1.446704 2.770933 -2.110661 -0.01 0.03 0.01 0.464
H 3.386788 2.926745 -3.596483 0.00 0.00 0.00 0.413
H 3.509238 1.538505 -5.647244 0.00 -0.01 0.00 0.326
H 1.692004 -0.077118 -6.132609 0.00 0.00 -0.01 0.398
H -0.255441 -0.223231 -4.657505 0.02 0.00 0.00 0.369
H -3.441802 1.972133 -1.015629 -0.02 0.04 -0.08 0.482
H -4.589053 4.124741 -0.660027 0.01 0.00 0.00 0.414
H -3.601144 6.222628 -1.532002 0.00 0.00 0.00 0.330
H -1.446450 6.149148 -2.748314 0.00 0.00 0.00 0.390
H -0.283030 4.015373 -3.070335 0.06 -0.01 -0.02 0.377
S -1.197927 3.986319 1.964751 0.05 -0.07 0.01 -0.391
C -1.006383 2.547833 1.153426 0.00 0.14 -0.10 0.123
S 0.277682 2.130318 0.088178 0.06 0.36 0.17 -0.719
S -2.023932 1.181729 1.166230 -0.13 -0.12 0.10 -0.563
C -3.707191 -1.349618 2.538188 0.00 -0.04 -0.02 -0.964
Si -2.472174 -2.689082 2.094100 0.00 -0.06 0.03 0.508
C -3.364206 -3.970106 1.042600 0.01 0.02 -0.01 -0.951
C -1.978869 -3.552825 3.704940 -0.05 0.02 -0.03 -0.982
Se -0.532408 -2.054964 1.137225 -0.09 0.04 -0.01 -1.112
H -4.573655 -1.821186 3.015874 0.00 0.01 0.01 0.408
H -4.046931 -0.823145 1.644930 0.00 -0.02 0.00 0.191
H -3.278014 -0.620541 3.226885 0.00 0.01 0.01 0.246
H -4.216864 -4.387931 1.589895 0.00 0.00 0.00 0.347
H -2.683050 -4.785127 0.785575 0.00 0.00 0.00 0.229
H -3.731699 -3.538745 0.109570 0.01 0.01 0.01 0.156
H -2.855107 -3.970515 4.213765 0.00 0.00 0.00 0.357
H -1.486642 -2.845520 4.376252 0.00 -0.01 -0.01 0.081
H -1.274778 -4.364799 3.506447 0.00 0.00 -0.02 0.237


No. 2
99
Properties=species:S:1:pos:R:3:forces:R:3:mulliken_charge:R:1 method="wB97M-V/def2-TZVPD" total_charge=+1 largest_force_ev_per_a=0.71 multiplicity=2 homo_lumo_gap_ev="3.93 / 2.89" mol_weight_g_mol=1140.0
Ir -0.293674 1.435856 0.508226 -0.33 -0.14 0.61 4.090
N -1.928710 5.418470 1.584338 -0.02 -0.05 -0.04 -0.342
C -1.681732 4.128474 1.363881 0.01 0.05 -0.01 0.413
S -0.113965 3.738059 0.703869 -0.02 -0.14 -0.21 -0.464
N -2.584686 3.238354 1.661555 0.04 -0.08 0.11 -1.780
N -2.180971 1.977186 1.425255 0.19 0.09 -0.26 0.672
C -3.074509 1.062396 1.428521 -0.03 -0.09 -0.02 -0.887
C -2.644664 -0.313108 1.223518 -0.07 0.01 0.07 0.036
C -3.709445 -1.295771 0.900749 0.04 0.03 0.06 -0.120
C -2.749599 -3.205455 0.589700 -0.03 0.01 -0.08 -0.041
C -1.354439 -2.983030 1.068240 0.00 0.03 -0.01 -1.438
C -0.798479 -1.810608 1.361834 0.09 -0.05 0.03 -0.765
N -1.367415 -0.514645 1.264574 0.10 0.20 -0.22 -0.316
H -1.289299 6.136416 1.292807 0.03 0.01 0.04 0.204
H -2.801385 5.684211 2.011433 -0.01 0.00 -0.01 0.261
H -4.113130 1.321749 1.594239 0.02 0.00 0.04 0.534
H -4.670182 -0.791926 0.819977 0.00 0.00 0.00 0.689
H -2.922136 -4.228516 0.265946 0.02 0.00 -0.02 0.736
H -0.745663 -3.858185 1.264124 -0.02 0.00 0.04 0.523
H 0.204002 -1.789067 1.765009 0.01 0.00 -0.04 0.784
C 1.247503 3.626188 -2.234613 -0.02 -0.01 0.05 -1.524
As 1.595071 2.062459 -1.144124 0.26 -0.01 -0.03 1.234
C 3.113704 2.733871 -0.143063 -0.04 0.03 0.01 -1.515
C 2.280817 0.871201 -2.546938 -0.04 0.05 -0.08 -1.603
C 3.540922 0.047632 -2.433122 -0.05 -0.09 0.06 0.693
C 3.814948 -0.777333 -3.527105 -0.04 -0.06 0.03 -0.767
C 4.920379 -1.610080 -3.530337 0.00 0.01 -0.01 -0.708
C 5.782078 -1.630089 -2.439636 -0.01 0.00 0.00 -0.537
C 5.529655 -0.804215 -1.357903 0.01 -0.01 0.00 -1.132
C 4.416409 0.029020 -1.358456 0.03 0.09 0.03 -0.149
H 2.213029 3.871972 -2.679755 -0.01 -0.01 0.01 0.519
H 0.908384 4.465533 -1.638629 0.00 0.01 0.00 0.556
H 0.527623 3.384836 -3.007865 -0.02 -0.02 -0.01 0.400
H 3.959959 2.776578 -0.829238 -0.04 0.02 -0.03 0.755
H 3.359569 2.118217 0.716828 -0.01 0.01 0.00 0.220
H 2.879746 3.742179 0.194014 -0.01 -0.02 0.03 0.550
H 2.383475 1.579832 -3.373866 0.00 0.06 0.05 1.006
H 1.438460 0.245028 -2.813345 0.07 0.04 -0.07 0.356
H 3.147884 -0.769891 -4.382249 -0.01 0.00 0.00 0.474
H 5.114069 -2.241181 -4.387830 0.00 0.01 -0.01 0.441
H 6.650881 -2.274570 -2.443216 0.00 0.00 0.00 0.441
H 6.199306 -0.796794 -0.507505 -0.01 0.00 0.00 0.486
H 4.245542 0.655363 -0.496972 0.05 -0.08 -0.03 0.783
N 0.594872 1.297425 2.471525 -0.24 0.03 -0.08 -0.679
C 1.844725 1.756139 3.106779 0.10 0.02 0.01 0.242
C 2.361191 3.021234 2.918514 -0.01 0.03 -0.01 -0.149
C 3.578458 3.349294 3.504075 -0.03 0.01 0.00 -0.648
C 4.255118 2.429083 4.283461 -0.01 -0.01 -0.03 -0.335
C 3.683320 1.186763 4.539333 0.00 -0.01 0.00 -0.700
C 2.474389 0.853736 3.961223 0.02 -0.01 -0.08 -0.989
S 5.873108 2.810720 4.968539 0.44 0.14 0.38 1.320
O 6.676413 1.679992 4.542944 -0.14 -0.10 -0.14 -0.674
O 6.220528 4.076429 4.353751 -0.14 0.02 -0.13 -0.709
O 5.614818 2.864969 6.393949 -0.13 -0.04 -0.11 -0.666
H -0.177448 1.643632 3.041036 0.04 0.01 0.04 0.539
H 0.588347 0.289161 2.614200 0.00 0.00 0.03 0.122
H 1.845662 3.749893 2.313807 0.01 -0.02 0.02 0.523
H 4.033082 4.318765 3.344762 0.01 0.01 0.03 0.572
H 4.210433 0.485698 5.173763 -0.01 0.02 0.02 0.402
H 2.029859 -0.117734 4.155580 -0.01 -0.01 0.01 0.608
C -5.584241 -3.783779 2.961934 0.00 0.00 0.00 -1.670
C -5.094845 -3.299612 1.631605 -0.01 -0.01 -0.01 0.638
C -5.821295 -3.470483 0.519276 -0.01 0.00 0.01 -1.406
C -5.490941 -3.065070 -0.843005 -0.01 -0.01 -0.01 -1.013
C -4.374917 -2.455441 -1.253962 0.05 -0.01 0.03 -0.215
C -3.233805 -2.085691 -0.371677 -0.03 0.00 -0.01 1.413
C -3.735094 -2.652732 1.661551 0.02 0.00 0.01 -0.141
S -4.377208 -2.028079 -2.985132 -0.02 -0.02 -0.01 1.416
O -5.368663 -1.009744 -3.175031 0.02 0.01 0.01 -0.656
O -4.428355 -3.258782 -3.716634 -0.01 0.02 0.00 -0.709
N -2.897031 -1.327114 -3.293697 0.00 -0.01 0.04 -0.177
C -2.903711 -0.014340 -3.978832 0.03 0.03 -0.04 -1.363
C -2.898700 1.153203 -3.003190 -0.02 -0.01 -0.02 -0.346
C -1.573586 1.278413 -2.281113 0.00 -0.05 -0.06 0.286
O -0.514090 1.315645 -2.886134 0.03 0.06 0.02 -0.581
O -1.682246 1.313400 -0.986583 0.06 0.03 0.00 -1.013
H -6.587636 -4.198045 2.896791 0.00 -0.01 0.00 0.411
H -5.587829 -2.970272 3.692009 -0.01 0.00 0.00 0.381
H -4.915560 -4.554996 3.354384 0.01 0.01 0.01 0.364
H -6.780917 -3.961448 0.625566 0.00 0.00 0.00 0.389
H -6.253794 -3.275419 -1.584870 0.01 -0.01 0.00 0.495
H -2.450959 -1.593329 -0.939720 0.02 0.00 -0.02 -0.310
H -3.345469 -2.633613 2.677394 -0.01 -0.02 0.00 0.730
H -2.352861 -2.014347 -3.801491 -0.01 -0.01 -0.01 0.302
H -3.761598 0.074122 -4.642748 -0.01 -0.02 0.00 0.522
H -1.999368 0.020020 -4.585564 0.00 0.01 0.00 0.609
H -3.721189 1.070899 -2.294821 0.00 0.00 0.00 0.251
H -3.037365 2.073434 -3.575900 -0.01 0.01 0.02 0.439
Br 2.876997 -1.040780 1.474089 0.02 0.04 -0.07 0.154
C 2.049407 -1.645106 -0.108763 0.08 0.00 0.12 0.051
C 2.525129 -2.801116 -0.710977 -0.01 -0.03 -0.02 -0.943
C 1.852530 -3.270211 -1.821888 0.01 0.03 0.03 -1.054
C 0.728103 -2.582340 -2.264469 0.00 0.00 0.03 -1.154
C 0.344573 -1.440780 -1.593827 -0.08 -0.02 -0.05 0.340
N 1.006261 -0.953989 -0.534172 -0.21 0.03 -0.06 0.569
H 3.398572 -3.297982 -0.315111 0.00 0.00 0.00 0.602
H 2.195657 -4.160985 -2.330779 0.00 0.00 0.00 0.527
H 0.162703 -2.924988 -3.119918 0.00 0.00 0.01 0.547
H -0.522866 -0.880344 -1.914701 0.05 -0.04 0.01 -0.227


ΔE to the lowest compared entry with this formula, charge and spin in kJ/mol, matching the order above: 72.1; 247.9